# 1
This record from the Open Molecules 2025 dataset describes a 2-piece molecular cluster, C5H10O2 overall at a distorted geometry. The level of theory is ωB97M-V/def2-TZVPD.

Geometry as XYZ:
```
17
Properties=species:S:1:pos:R:3:forces:R:3:mulliken_spin:R:1
C -1.4220 -1.4428 -1.9072 -2.851 -1.730 0.543 0.35
C -0.6707 -0.7166 -1.0306 1.040 0.982 0.039 0.07
C 0.7738 -0.5140 -1.1678 -4.175 -0.075 1.282 0.00
C 1.2492 0.1518 -0.0213 2.206 0.050 -1.184 0.51
O 0.6285 0.0002 1.2468 0.288 0.533 -0.997 -0.02
C 2.0993 1.3879 -0.1181 1.085 -1.065 1.153 0.05
H -2.3102 -2.0851 -1.5045 1.064 1.606 -0.977 0.00
H -1.2455 -1.4616 -2.9663 0.520 -0.657 -0.340 -0.01
H -1.2981 -0.0803 -0.2649 1.462 -1.671 -0.789 0.01
H 1.1788 -1.1287 -1.9983 0.535 0.990 0.660 0.01
H -0.2278 0.4087 1.1040 -0.532 0.031 0.658 0.03
H 2.8563 1.2875 -0.9373 -0.475 -0.022 0.649 0.02
H 2.6296 1.3015 0.9182 -0.568 1.548 -1.682 0.00
H 1.4954 2.3155 -0.4033 0.614 -0.605 0.938 -0.02
H -2.1548 -0.2446 2.2733 0.103 -0.444 -0.428 0.00
H -2.0428 1.0840 2.9607 0.217 -0.446 -1.903 0.00
O -2.0109 0.6755 2.0392 -0.532 0.974 2.376 0.02
```
Forces are in eV/Å.

Summary:
ΔE to the lowest compared entry with this formula, charge and spin (eV): 2.863
Expectation value of S²: 0.789
Net charge: -1
2S+1: 2
E (hartree): -346.8280
Highest occupied orbital energy (spin up / spin down) (eV): -0.25 / -1.49
Gap between HOMO and LUMO (spin up / spin down) (eV): 3.497 / 4.690

***

# 2
This record from the Open Molecules 2025 dataset describes one molecule with the formula C5H10O2 at a distorted geometry. The level of theory is ωB97M-V/def2-TZVPD.

Geometry as XYZ:
```
17
Properties=species:S:1:pos:R:3:forces:R:3:mulliken_charge:R:1
C -0.2862 -0.1622 -2.0647 -0.041 -0.054 0.020 -1.33
C -0.6813 0.1805 -0.6379 -0.047 0.349 -0.180 0.39
O -1.1188 -0.9399 0.1460 -0.338 0.198 0.116 -0.44
C -0.2889 -1.0011 1.3100 -0.316 -0.074 -0.214 -0.49
C 0.0999 0.4628 1.5757 -0.043 -0.098 -0.060 -0.55
C 0.4577 0.8555 0.1559 -0.208 0.204 -0.016 -0.25
O 1.7515 0.3640 -0.1572 0.081 -0.109 -0.040 -0.59
H -1.0646 -0.7404 -2.5683 0.051 0.058 0.112 0.36
H 0.6602 -0.7082 -2.1049 -0.188 0.013 0.061 0.28
H -0.1466 0.7773 -2.6144 -0.017 -0.174 0.057 0.36
H -1.5444 0.8549 -0.6482 0.137 0.218 -0.158 0.26
H 0.4791 -1.6638 0.9097 0.866 -0.035 1.121 0.27
H -0.8044 -1.4537 2.1648 -0.030 -0.081 -0.433 0.30
H -0.7965 0.9954 1.9184 0.124 -0.142 -0.081 0.33
H 0.9083 0.6831 2.2818 -0.091 -0.368 -0.136 0.30
H 0.4831 1.9299 -0.0379 -0.037 -0.071 0.057 0.42
H 1.8920 -0.4342 0.3712 0.096 0.166 -0.226 0.38
```
Forces are in eV/Å.

Summary:
ΔE to the lowest compared entry with this formula, charge and spin (eV): 1.616
SMILES string: C[C@H]1OCC[C@H]1O
E (hartree): -346.9661
Highest occupied orbital energy (eV): -9.61
Gap between HOMO and LUMO (eV): 10.520

***

# 3
This record from the Open Molecules 2025 dataset describes C5H10O2 as an isolated structure. The level of theory is ωB97M-V/def2-TZVPD.

Geometry as XYZ:
```
17
Properties=species:S:1:pos:R:3:forces:R:3:mulliken_charge:R:1
O 1.8382 -0.3012 1.3682 0.246 0.116 0.133 -0.51
C 1.8489 -0.4466 -0.0407 -0.039 -0.068 -0.417 -0.45
C 0.5451 -1.1062 -0.4651 0.002 -0.039 0.000 -0.59
C -0.6589 -0.3848 0.0364 -0.063 0.021 0.142 0.12
C -2.0647 -0.1613 -0.4685 -0.116 -0.119 -0.333 -0.35
O -2.3447 0.5783 0.7574 -0.054 0.071 0.051 -0.40
C -1.0360 0.3049 1.1170 0.239 -0.026 0.152 -0.22
H 2.6360 0.1774 1.6223 -0.155 -0.094 0.046 0.30
H 2.6928 -1.0763 -0.3628 -0.115 0.131 0.048 0.33
H 1.9381 0.5305 -0.5405 -0.012 -0.111 0.148 0.31
H 0.5423 -2.1468 -0.1141 -0.006 0.115 -0.038 0.30
H 0.5243 -1.1434 -1.5620 0.002 -0.017 0.147 0.29
H -0.3321 2.1985 -0.6718 -0.018 0.052 0.001 -0.23
H -2.7180 -1.0356 -0.5473 0.088 0.105 0.021 0.27
H -2.1838 0.4916 -1.3394 0.035 -0.079 0.097 0.25
H -0.5975 2.8704 -0.8496 0.008 0.016 -0.038 0.22
H -0.6302 0.6508 2.0604 -0.042 -0.074 -0.161 0.38
```
Forces are in eV/Å.

Summary:
ΔE to the lowest compared entry with this formula, charge and spin (eV): 4.021
E (hartree): -346.8776
Highest occupied orbital energy (eV): -8.43
Gap between HOMO and LUMO (eV): 9.296

***

# 4
This record from the Open Molecules 2025 dataset describes C5H10O2 as an isolated structure. The level of theory is ωB97M-V/def2-TZVPD.

Geometry as XYZ:
```
17
Properties=species:S:1:pos:R:3:forces:R:3:mulliken_charge:R:1
C 1.7531 0.8300 -1.5951 -0.065 0.131 -0.037 -1.08
C 1.7861 -0.1605 -0.4325 0.075 -0.111 0.027 -0.16
C 0.8597 0.0458 0.7297 0.273 0.350 -0.098 -0.62
O -0.7533 -0.0889 -0.0657 0.110 0.155 0.143 -0.31
C -1.4515 -0.9781 0.7852 -0.184 -0.256 0.111 -0.50
C -2.6930 -0.3164 1.2773 -0.097 0.336 -0.073 0.19
O -2.9132 0.8511 1.0375 -0.005 -0.468 0.095 -0.52
H 2.5274 0.6150 -2.3404 -0.105 0.026 0.080 0.35
H 0.7814 0.7939 -2.1017 0.150 0.014 0.041 0.25
H 1.9052 1.8533 -1.2300 -0.021 -0.138 -0.077 0.29
H 1.7132 -1.1904 -0.8118 0.008 0.149 0.106 0.24
H 2.7657 -0.1108 0.0719 -0.060 -0.011 -0.065 0.33
H 0.7722 1.1405 0.8957 0.091 -0.148 -0.051 0.13
H -1.2327 0.7700 -0.0217 0.121 -0.293 0.064 0.41
H -0.8053 -1.2112 1.6528 -0.088 0.109 -0.281 0.35
H -1.6512 -1.9099 0.2514 -0.147 0.043 0.018 0.30
H -3.3638 -0.9333 1.8976 -0.055 0.113 -0.002 0.36
```
Forces are in eV/Å.

Summary:
ΔE to the lowest compared entry with this formula, charge and spin (eV): 5.370
E (hartree): -346.8281
Highest occupied orbital energy (eV): -7.46
Gap between HOMO and LUMO (eV): 8.141